DFT (the ωB97M-V functional and the def2-TZVPD basis) results for a 10-piece molecular cluster, C70H158N10O10 overall.

```
248
Properties=species:S:1:pos:R:3:mulliken_charge:R:1
C -1.75525 -0.87409 -1.11624 -0.33
C -1.73520 0.64445 -1.39181 0.83
C -0.53056 1.23234 -0.66127 -0.87
O -0.70631 1.03812 0.72166 -0.71
C 0.53422 0.99822 1.41547 0.32
N -1.51153 0.82135 -2.79730 -0.08
H -1.84578 -1.12144 -0.05396 -0.75
H -0.76607 -1.30845 -1.38073 -0.41
H -2.56213 -1.38004 -1.68572 1.35
H -2.63989 1.11000 -0.96792 -0.04
H -0.41608 2.31884 -0.80016 0.38
H 0.45626 0.81960 -0.92385 0.25
H 1.02407 1.98792 1.33540 0.66
H 1.25092 0.27937 1.04453 0.01
H 0.43109 0.71427 2.46714 -0.63
H -1.19087 1.76019 -2.98171 -0.07
H -2.31153 0.52836 -3.34325 -0.14
C 2.02330 4.66689 -1.19485 -1.49
C 3.11176 5.48350 -1.88141 0.75
C 4.53318 5.04055 -1.50095 -0.57
O 4.75418 5.47665 -0.18880 -0.20
C 5.87603 4.86987 0.39409 -0.71
N 2.97147 5.21531 -3.30030 -0.62
H 0.99318 4.97342 -1.39293 0.32
H 2.20960 4.67996 -0.11527 0.53
H 2.17729 3.65933 -1.53114 0.26
H 2.96908 6.53305 -1.58521 0.20
H 5.25961 5.53490 -2.17637 0.49
H 4.64849 3.96464 -1.66244 0.01
H 5.81584 3.78736 0.29817 0.20
H 5.98956 5.16357 1.42435 0.29
H 6.79154 5.17943 -0.11402 0.31
H 2.09791 5.59490 -3.64901 0.12
H 3.73666 5.64834 -3.84734 0.27
C -2.25226 3.93850 -5.28522 -1.24
C -1.02433 4.63626 -4.71413 0.48
C -1.44358 5.78085 -3.81635 -1.10
O -0.31990 6.28176 -3.15057 -0.12
C -0.75253 7.19848 -2.14148 -0.87
N -0.31567 3.63323 -3.89192 -0.22
H -2.94321 4.61481 -5.82153 0.49
H -2.78363 3.36744 -4.49521 0.08
H -1.84255 3.22024 -6.02260 0.36
H -0.37008 5.04325 -5.49787 0.25
H -2.20925 5.45329 -3.10673 0.36
H -1.89747 6.60564 -4.41660 0.40
H -1.51842 6.70705 -1.50986 0.39
H -1.24741 8.05181 -2.59595 0.38
H 0.05514 7.55023 -1.50923 0.17
H 0.54902 3.99615 -3.52485 -0.07
H -0.10829 2.78607 -4.43471 0.26
C 0.26986 8.55553 2.03409 -1.46
C 1.72756 7.99934 1.95422 -0.01
C 2.05361 6.83791 3.00167 -0.61
O 1.18235 5.71315 2.73387 -0.27
C 1.48685 4.72293 3.64406 -0.75
N 2.01411 7.48947 0.60745 -0.34
H -0.44029 7.75799 1.83670 0.24
H 0.04698 9.38874 1.36471 0.38
H 0.07689 8.82227 3.09128 0.41
H 2.42374 8.86301 2.11303 0.46
H 1.95065 7.13395 4.03943 0.51
H 3.07910 6.46515 2.87721 0.31
H 0.79413 3.91375 3.46296 0.12
H 1.27896 4.98590 4.69409 0.39
H 2.56321 4.40452 3.52464 0.33
H 2.99800 7.41924 0.47574 0.27
H 1.50379 6.62947 0.52492 0.00
C -2.84625 -3.96794 -4.73281 -1.86
C -1.39728 -4.13236 -5.26053 1.54
C -1.42995 -3.86266 -6.77049 -1.07
C 0.01244 -3.69728 -7.31379 -0.70
C 0.82672 -2.66876 -6.53888 -1.19
C 0.83375 -2.86933 -5.00050 1.60
N -0.59086 -3.06398 -4.59952 -0.18
O -0.71405 -3.14481 -3.17636 1.13
C 1.80704 -4.03422 -4.60984 -1.36
C 1.37161 -1.62201 -4.29160 -1.39
C -0.95962 -5.55959 -5.10473 -1.71
H -3.60457 -4.52168 -5.29271 0.57
H -3.05262 -2.90057 -4.74869 0.20
H -2.87169 -4.27098 -3.69151 0.19
H -1.89019 -4.78507 -7.19268 0.34
H -1.97357 -2.94360 -6.99687 0.36
H -0.14028 -3.35617 -8.36497 0.40
H 0.50951 -4.66751 -7.38277 0.34
H 0.39182 -1.69166 -6.73904 0.40
H 1.87341 -2.58965 -6.86842 0.37
H 1.79474 -4.35981 -3.58084 -0.04
H 1.67473 -4.92149 -5.24642 0.35
H 2.86347 -3.75579 -4.71478 0.46
H 2.39388 -1.37335 -4.63026 0.64
H 0.73072 -0.74591 -4.39332 0.33
H 1.43730 -1.84687 -3.21593 -0.50
H -0.16494 -5.84235 -5.77436 0.38
H -1.80546 -6.19290 -5.30514 0.57
H -0.64576 -5.83727 -4.09640 -0.02
H -1.14172 -2.34893 -2.83976 -0.42
C -8.93816 -0.21652 -2.82510 -1.62
C -8.01785 1.02207 -3.02301 1.45
C -7.54586 1.51738 -1.69132 -1.42
C -6.48449 0.63436 -1.04082 -0.59
C -5.35173 0.42567 -2.04401 0.25
C -5.78506 -0.10692 -3.40643 2.37
N -6.80259 0.85576 -3.83681 0.05
O -7.26872 0.60084 -5.14797 -0.48
C -4.69737 0.01690 -4.40593 -1.48
C -6.23217 -1.54461 -3.39624 -1.71
C -8.87444 2.14124 -3.69940 -1.94
H -9.14510 -0.70845 -3.77113 0.31
H -9.93839 0.10109 -2.45307 0.44
H -8.59727 -0.99895 -2.17620 0.38
H -7.27672 2.57672 -1.79681 0.35
H -8.40292 1.48622 -0.99247 0.41
H -6.85277 -0.32067 -0.66948 0.42
H -6.12416 1.18235 -0.17561 0.27
H -4.66246 -0.32392 -1.60662 -0.84
H -4.71981 1.30499 -2.17298 0.53
H -4.35094 1.05001 -4.49624 0.29
H -3.82957 -0.58064 -4.14595 -0.28
H -4.98013 -0.33317 -5.39755 0.53
H -6.71796 -1.84898 -4.30605 0.44
H -5.41200 -2.23381 -3.27651 0.23
H -6.94105 -1.71665 -2.58643 0.24
H -9.51592 1.76911 -4.47943 0.34
H -8.20813 2.90203 -4.08739 0.48
H -9.52609 2.60925 -2.95027 0.44
H -7.83730 -0.20249 -5.15405 0.37
C -2.30182 -4.72666 0.97211 -1.47
C -1.18192 -5.64060 1.60834 1.88
C -0.46299 -6.49655 0.50384 -1.90
C 0.52325 -5.68443 -0.35241 0.14
C 1.56513 -4.95849 0.54738 -0.26
C 0.91863 -4.13648 1.66533 1.94
N -0.13420 -4.94781 2.34444 0.21
O -0.69009 -4.23158 3.35054 -0.54
C 1.95032 -3.75827 2.75822 -1.63
C 0.41478 -2.88588 0.92950 0.83
C -1.82504 -6.58694 2.60550 -1.94
H -3.04624 -5.45856 0.60385 0.58
H -1.85548 -4.18138 0.15021 -0.12
H -2.84008 -4.09182 1.67498 0.35
H 0.12065 -7.29422 0.94992 0.37
H -1.23247 -6.93304 -0.14671 0.51
H -0.07342 -5.02505 -0.95680 -0.51
H 1.11169 -6.35504 -0.98576 0.68
H 2.11505 -4.22500 -0.06217 -0.70
H 2.25290 -5.75500 0.83991 0.61
H 2.84177 -3.24391 2.39509 0.20
H 1.49067 -3.21061 3.57508 0.17
H 2.35873 -4.68997 3.17023 0.45
H -0.09175 -3.27379 0.05322 -0.90
H -0.25139 -2.24144 1.47533 0.25
H 1.27197 -2.28943 0.63336 -0.54
H -2.60805 -7.24804 2.20575 0.38
H -2.26164 -5.98784 3.43220 0.32
H -1.09341 -7.22643 3.14659 0.41
H -1.33205 -3.55978 3.03791 0.10
C 5.84043 -0.57815 -2.91485 -2.17
C 5.19371 -0.05707 -1.64007 2.70
C 3.76248 -0.61435 -1.60307 -0.78
C 3.62910 -2.12837 -1.30579 -0.15
C 4.37102 -2.43047 0.02383 0.07
C 5.82803 -1.90259 0.05049 1.99
N 5.79136 -0.43893 -0.36746 0.47
O 7.15137 0.08176 -0.36589 -0.57
C 6.46681 -1.93804 1.41507 -2.13
C 6.73290 -2.77453 -0.84413 -1.89
C 5.12467 1.45045 -1.73618 -2.71
H 6.91552 -0.37322 -2.91333 0.45
H 5.44901 -0.03260 -3.80007 0.36
H 5.76349 -1.63776 -3.13315 0.37
H 3.22391 -0.05242 -0.82120 -0.33
H 3.27581 -0.39639 -2.56747 0.27
H 4.12785 -2.65996 -2.13144 0.09
H 2.58903 -2.45230 -1.27867 -0.21
H 4.45746 -3.50780 0.16755 0.97
H 3.81904 -1.97787 0.83728 -0.96
H 6.34630 -2.94968 1.80597 0.45
H 7.52913 -1.71421 1.31024 0.51
H 6.00717 -1.21734 2.10864 0.23
H 6.40707 -2.79415 -1.89116 0.27
H 7.77646 -2.41175 -0.85836 0.43
H 6.76081 -3.81568 -0.47168 0.42
H 4.76902 1.83820 -0.76965 0.38
H 4.36122 1.69750 -2.47260 0.46
H 6.01186 1.99379 -2.02998 0.59
H 7.23654 0.58100 0.44452 0.33
C -1.46896 1.55469 4.32802 -0.89
C -2.65569 0.59588 4.54565 1.29
C -3.87293 1.37092 5.07999 -1.14
C -5.19923 0.55224 4.91399 -0.90
C -5.40146 -0.00727 3.46082 -1.08
C -4.17798 -0.78190 2.98619 2.16
N -2.97038 0.06268 3.18804 -0.13
O -1.79000 -0.63900 2.72604 1.46
C -4.05151 -2.10851 3.73022 -1.45
C -4.24021 -1.02883 1.50740 -1.40
C -2.20656 -0.44042 5.58085 -1.23
H -1.61791 2.22642 3.48583 0.55
H -0.58650 0.92065 4.16755 -0.94
H -1.21885 2.10982 5.25522 0.59
H -3.73340 1.62080 6.13507 0.39
H -4.02004 2.32471 4.57907 0.40
H -6.08487 1.17029 5.16732 0.50
H -5.21258 -0.26634 5.65791 0.37
H -5.63731 0.83630 2.79948 0.29
H -6.26395 -0.70101 3.43392 0.35
H -3.06835 -2.58312 3.83290 -0.04
H -4.42159 -1.96339 4.75786 0.41
H -4.70698 -2.85719 3.28561 0.43
H -3.48897 -1.79875 1.25491 -0.72
H -5.22666 -1.39780 1.22806 0.84
H -4.01973 -0.09352 0.93937 -0.04
H -2.95897 -1.13920 5.95428 0.30
H -1.72474 0.02483 6.46361 0.57
H -1.37245 -1.03631 5.19203 -0.16
H -1.53743 -0.17548 1.91769 -0.36
C 5.36534 -1.94294 7.36270 -2.08
C 4.21628 -1.68266 6.36722 1.97
C 2.81242 -1.97702 7.00571 -1.81
C 1.64687 -1.35491 6.21261 1.15
C 1.79017 0.16635 6.08892 -0.52
C 3.13484 0.50431 5.41239 1.88
N 4.25064 -0.22428 6.09907 0.03
O 5.43168 0.08590 5.39772 -0.46
C 3.04819 0.04863 3.96093 -1.07
C 3.48780 1.99011 5.48304 -1.98
C 4.38140 -2.61407 5.18776 -1.69
H 5.29674 -2.97912 7.73260 0.40
H 5.38749 -1.28269 8.20585 0.45
H 6.32470 -1.90129 6.86006 0.43
H 2.75132 -3.06893 7.02664 0.53
H 2.72130 -1.67205 8.06727 0.33
H 0.70443 -1.59718 6.70111 0.66
H 1.65586 -1.83720 5.23078 -1.27
H 1.67792 0.56692 7.09289 0.49
H 1.02945 0.66139 5.45165 -0.51
H 2.57212 -0.91702 3.91244 -0.18
H 2.49731 0.85042 3.45439 0.13
H 3.99491 -0.03286 3.43715 0.50
H 2.66851 2.56596 5.07850 0.11
H 3.63815 2.31209 6.49117 0.50
H 4.35690 2.21789 4.87952 0.48
H 3.48006 -2.61195 4.54846 0.39
H 4.47811 -3.64231 5.54897 0.51
H 5.22896 -2.42180 4.50476 0.21
H 6.00980 0.50137 6.05343 0.36
```

Calculated values
Spin multiplicity ... 1
Largest force on an atom ... 2.7 eV/Å
Net charge ... 0
SMILES ... CC1(C)CCCC(C)(C)N1O.CC1(C)CCCC(C)(C)N1O.CC1(C)CCCC(C)(C)N1O.CC1(C)CCCC(C)(C)N1O.CC1(C)CCCC(C)(C)N1O.CC1(C)CCCC(C)(C)N1O.COC[C@H](C)N.COC[C@H](C)N.COC[C@H](C)N.COC[C@H](C)N
Frontier orbital gap ... 8.738 eV